No. 1
Entry from the OMol25 dataset: a structure of composition C34H57BGeN2Ni in a non-equilibrium geometry (ωB97M-V with the def2-TZVPD basis set).

## Properties
E_tot	-137396.9793	eV
LUMO energy	-0.99	eV
orbital gap	7.73	eV

Last column: Mulliken charge in e.
Element x y z (Å)
Ge 0.546 0.925 1.491  0.34
Ni -0.397 0.394 -0.627  -0.68
N -0.267 2.160 -1.133  -0.02
N 3.832 -6.102 -2.902  -0.53
C -2.647 0.292 -0.257  0.82
C 2.297 -3.610 -0.969  -1.29
C 2.449 3.135 0.681  -0.49
C 3.090 -2.677 -3.043  -1.00
C -1.629 -1.639 2.609  -1.59
C 1.821 -2.368 -0.597  0.68
C -3.863 -2.017 1.568  -1.93
C -1.626 -0.613 -2.164  0.19
C -1.376 -1.434 -1.052  -2.58
C 3.606 -0.290 5.724  -1.32
C 1.950 -1.262 -1.439  -0.53
C 4.928 2.805 0.274  -1.62
C -0.540 0.143 -4.289  -1.43
C 2.594 -1.440 -2.661  -0.21
C -2.082 -0.946 0.122  1.01
C -2.356 -1.927 1.297  2.58
C 2.936 -3.769 -2.199  0.52
C 3.742 2.493 1.178  0.27
C 2.257 0.162 3.629  -1.09
C -2.783 -0.955 -4.314  -1.74
C -1.920 -3.341 0.873  -2.17
C -1.409 -0.934 -3.632  2.17
C 3.201 -0.797 4.346  -0.47
C -5.033 0.872 0.147  -1.71
C -3.583 1.298 0.435  1.74
C -0.157 3.267 -1.438  -0.40
C -2.345 0.463 -1.658  -0.60
C 3.435 -5.069 -2.592  -0.15
C 1.211 2.757 1.498  -1.29
C -0.778 -2.315 -3.793  -1.65
C -3.360 1.464 1.937  -1.36
C 1.508 0.111 -1.039  -0.77
C 1.822 -0.345 2.251  -0.66
C -3.417 2.702 -0.172  -1.96
B -0.031 4.783 -1.853  0.91
H 1.402 2.919 2.567  0.74
H -2.664 1.304 -2.256  0.47
H 4.101 0.681 5.653  0.31
H 2.753 1.132 3.526  0.17
H 0.420 0.239 -3.777  0.14
H -2.670 -1.213 -5.370  0.44
H 1.313 -2.254 0.351  0.51
H -4.416 -2.228 0.650  0.34
H 4.292 -0.977 6.220  0.40
H -4.270 -1.116 2.014  0.27
H 1.375 0.330 4.259  0.45
H -4.043 -2.839 2.265  0.52
H -1.449 -3.096 -3.427  0.27
H -3.436 -1.696 -3.849  0.37
H 2.689 -0.485 1.602  0.67
H -4.020 3.403 0.408  0.53
H -5.195 0.780 -0.930  0.29
H 1.614 0.817 -1.858  0.86
H 1.108 4.951 -2.240  -0.16
H -0.552 -1.613 2.455  0.08
H 2.718 -1.775 4.435  0.32
H 0.165 -2.403 -3.258  0.16
H -2.394 1.925 2.134  0.08
H -3.408 0.534 2.496  0.11
H 4.091 -0.949 3.728  0.35
H 4.736 2.467 -0.747  0.29
H 2.567 4.221 0.703  0.73
H 0.353 3.377 1.236  0.41
H 3.590 -2.799 -3.995  0.48
H 3.620 1.407 1.248  -0.09
H 2.182 -4.463 -0.313  0.49
H 5.112 3.880 0.231  0.38
H -4.130 2.128 2.336  0.59
H -0.611 0.958 2.501  -0.47
H -1.026 1.121 -4.257  0.32
H -0.586 -2.512 -4.850  0.49
H -3.769 2.757 -1.203  0.35
H -2.223 -4.048 1.647  0.50
H -3.273 0.019 -4.257  0.32
H 2.137 0.462 -0.225  0.51
H -5.302 -0.075 0.608  0.24
H -2.385 3.043 -0.144  0.28
H -0.836 -3.419 0.764  0.34
H 2.717 -0.592 -3.324  0.46
H -0.268 5.420 -0.841  -0.13
H 5.842 2.322 0.623  0.44
H -0.860 -2.376 -1.110  1.11
H 2.733 -0.169 6.370  0.32
H 3.951 2.839 2.195  0.41
H -0.348 -0.104 -5.336  0.47
H -5.715 1.639 0.522  0.49
H -2.385 -3.652 -0.064  0.34
H -0.859 4.985 -2.719  -0.18
H 2.306 2.884 -0.371  -0.10
H 1.349 -1.323 2.348  0.85
H -1.927 -0.701 3.069  0.01
H -1.845 -2.444 3.317  0.64

No. 2
Entry from the OMol25 dataset: the molecule C5H8N2O3S in a non-equilibrium geometry (ωB97M-V with the def2-TZVPD basis set).

## Properties
E_tot	-25265.6817	eV
SMILES	CCC(=O)N1C=C1S(N)(=O)=O
LUMO energy	-1.57	eV
energy above the lowest of the compared OMol25 structures with the same formula, charge and spin	161.2	kcal per mole
orbital gap	7.27	eV

Last column: natural (NBO) charge in e.
Element x y z (Å)
S -2.425 0.031 -0.033  1.99
O -1.717 0.466 1.110  -1.00
O 1.492 1.629 0.515  -0.50
O -1.947 -1.146 -0.730  -0.95
N -0.320 1.382 -0.789  -0.39
N -4.006 -0.504 0.663  -0.95
C 0.863 0.876 -0.176  0.72
C -1.672 1.422 -1.446  -0.14
C 1.050 -0.538 -0.675  -0.54
C -1.153 2.349 -0.551  0.18
C 1.896 -1.388 0.243  -0.60
H -4.667 -0.573 -0.078  0.37
H 1.405 -0.573 -1.697  0.25
H -0.928 3.087 0.136  0.25
H 1.637 -1.163 1.215  0.22
H 1.615 -2.465 0.013  0.22
H -4.353 0.266 1.231  0.37
H -0.025 -0.854 -0.655  0.28
H 3.028 -1.333 -0.044  0.21

No. 3
Entry from the OMol25 dataset: a structure of composition C6H7NO in a non-equilibrium geometry (ωB97M-V with the def2-TZVPD basis set).

## Properties
E_tot	-9866.7612	eV
LUMO energy	0.68	eV
energy above the lowest of the compared OMol25 structures with the same formula, charge and spin	136.0	kcal per mole
orbital gap	9.46	eV

Last column: natural (NBO) charge in e.
Element x y z (Å)
O 2.297 -1.158 -0.281  -0.57
N -1.087 -0.212 0.798  -0.43
C 1.106 -0.684 -0.310  0.53
C -1.172 0.329 -0.554  -0.09
C -1.474 -1.253 -0.300  -0.28
C 0.950 1.150 0.480  -0.43
C 0.320 -0.343 1.039  -0.14
C 0.352 0.664 -0.952  -0.31
H 0.413 2.166 0.813  0.24
H -0.643 -2.027 -0.315  0.23
H 0.443 1.090 -2.098  0.26
H 0.831 -0.496 2.066  0.25
H -1.887 1.280 -0.754  0.24
H 2.142 1.106 0.465  0.26
H -2.590 -1.613 -0.097  0.23